1.
Entry from the OMol25 dataset: a 2-piece molecular cluster, C5H10N2O overall (wB97M-V/def2-TZVPD).

As for the HOMO energy (spin up / spin down): -8.971 / -8.439 eV. As for the energy above the lowest of the compared OMol25 structures with the same formula, charge and spin: 6.642 eV. Its molar mass is 114.1 g/mol. Its energy is -381.04136 hartree.

Each line ends with the natural charge from an NBO analysis.
Element x y z (Å)
C (0.682, -0.845, 0.792)  -0.012
C (-0.658, -0.422, 0.323)  -0.053
C (-1.568, -1.556, -0.194)  -0.609
C (-0.073, 2.015, 0.481)  -0.658
C (-0.991, 0.886, 0.103)  -0.116
N (2.982, -0.491, 0.569)  -0.366
N (1.814, -0.568, 0.262)  0.129
O (1.644, 0.272, -1.583)  -0.856
H (0.726, -1.530, 1.637)  0.217
H (-2.531, -0.970, -0.377)  0.207
H (-1.225, -1.914, -1.041)  0.213
H (-1.862, -2.418, 0.390)  0.217
H (0.054, 2.684, -0.301)  0.220
H (-0.493, 2.470, 1.426)  0.226
H (0.952, 1.547, 0.632)  0.230
H (-2.021, 1.063, -0.251)  0.203
H (1.043, 0.999, -1.747)  0.428
H (3.772, -0.708, -0.042)  0.381

---

2.
Entry from the OMol25 dataset: one molecule with the formula C5H10N2O (wB97M-V/def2-TZVPD).

As for the SMILES: COC[C@](C)(N)C#N. As for the HOMO energy: -8.957 eV. As for the energy above the lowest of the compared OMol25 structures with the same formula, charge and spin: 3.214 eV. Its molar mass is 114.1 g/mol. Its energy is -381.16733 hartree.

Each line ends with the natural charge from an NBO analysis.
Element x y z (Å)
C (-1.376, 0.831, -2.321)  -0.258
O (-0.828, 0.954, -1.005)  -0.552
C (0.270, 0.136, -0.837)  -0.024
C (0.415, -0.164, 1.015)  0.025
C (1.463, -1.138, 1.383)  -0.631
N (-0.901, -0.608, 1.441)  -0.846
C (0.565, 1.197, 1.535)  0.271
N (0.815, 2.254, 1.909)  -0.321
H (-0.491, 0.849, -2.974)  0.174
H (-1.944, 1.711, -2.550)  0.198
H (-2.070, 0.025, -2.579)  0.179
H (1.192, 0.559, -0.993)  0.164
H (0.057, -0.789, -1.366)  0.165
H (1.185, -1.517, 2.386)  0.227
H (2.523, -0.638, 1.599)  0.234
H (1.712, -1.931, 0.821)  0.224
H (-0.900, -1.596, 1.582)  0.373
H (-1.686, -0.136, 0.954)  0.398

---

Strongest force on any atom, respectively: 6.208 6.009 eV/Å.